Record 1
The following is a quantum chemistry calculation of a structure of composition C16H13Cl5CrN6O3S2, from the Open Molecules 2025 dataset.

## Properties
Spin multiplicity   5
Expectation value of S²   6.015
ΔE to the lowest compared entry with this formula, charge and spin   0.000 eV
F_max   0.00912 hartree/bohr
HOMO energy (spin up / spin down)   -0.2861 / -0.2947 Ha
Electronic energy   -5313.61517 Eh

Positions of all 46 atoms, in Å:
Cr  0.376  -0.029  -0.846
Cl  -7.198  0.271  -0.570
C  -5.499  -0.003  -0.513
C  -4.634  0.767  -1.287
Cl  -5.265  2.004  -2.304
C  -3.267  0.536  -1.254
Cl  -2.175  1.471  -2.201
C  -2.709  -0.476  -0.442
O  -1.433  -0.738  -0.413
C  -3.609  -1.242  0.323
Cl  -2.935  -2.506  1.290
C  -4.975  -1.012  0.292
Cl  -6.027  -1.984  1.247
C  0.441  1.429  3.528
C  0.619  1.108  2.080
N  0.737  -0.072  1.601
O  0.614  -1.063  2.570
C  0.637  2.228  1.104
C  0.906  3.633  1.534
N  0.396  1.899  -0.123
O  0.475  2.763  -1.104
H  0.674  0.581  4.164
H  -0.592  1.730  3.712
H  1.073  2.273  3.799
H  0.522  -1.861  2.043
H  0.229  3.938  2.332
H  0.769  4.292  0.680
H  1.924  3.750  1.912
N  3.082  2.381  -1.464
C  3.395  1.101  -1.286
N  2.519  0.107  -1.257
C  3.167  -1.115  -1.177
C  4.513  -1.068  -1.103
S  5.044  0.578  -1.143
C  2.315  -2.302  -1.232
C  2.676  -3.603  -1.172
S  1.278  -4.607  -1.337
C  0.292  -3.194  -1.454
N  0.965  -2.067  -1.406
N  -1.054  -3.240  -1.602
H  2.067  2.671  -1.472
H  3.805  3.072  -1.369
H  5.208  -1.886  -1.059
H  3.658  -4.023  -1.058
H  -1.515  -4.095  -1.333
H  -1.491  -2.395  -1.233

***

Record 2
The following is a quantum chemistry calculation of a structure of composition C16H13ClCsNO7 in a non-equilibrium geometry, from the Open Molecules 2025 dataset.

## Properties
ΔE to the lowest compared entry with this formula, charge and spin   0.806 eV
F_max   0.06344 hartree/bohr
HOMO energy   -0.2627 Ha
Electronic energy   -1679.30129 Eh

Positions of all 39 atoms, in Å:
Cs  -16.280  -0.492  6.925
O  -18.526  -1.312  2.464
C  -18.215  -1.091  3.769
O  -17.169  -1.506  4.269
C  -19.261  -0.305  4.550
C  -20.492  -0.041  3.900
C  -21.450  0.652  4.606
C  -21.173  1.102  5.923
C  -19.983  0.686  6.538
N  -19.051  0.016  5.827
C  -19.702  0.994  7.972
O  -20.647  1.591  8.783
O  -18.593  0.795  8.471
H  -17.792  -1.825  2.079
H  -20.666  -0.343  2.843
H  -22.415  0.851  4.175
H  -21.864  1.813  6.411
H  -21.564  1.475  8.512
C  -13.955  -0.295  2.946
C  -12.558  -0.537  3.429
C  -11.474  -0.044  2.675
C  -10.156  -0.328  3.062
Cl  -8.851  0.350  2.234
C  -9.878  -1.138  4.155
C  -10.948  -1.680  4.889
C  -12.263  -1.372  4.552
O  -13.329  -1.795  5.255
C  -13.089  -2.843  6.206
C  -12.393  -2.413  7.461
O  -11.247  -2.903  7.612
O  -13.088  -1.617  8.196
H  -14.020  -0.482  1.862
H  -14.289  0.766  3.169
H  -14.710  -0.942  3.454
H  -11.680  0.518  1.759
H  -8.874  -1.396  4.426
H  -10.740  -2.278  5.744
H  -12.556  -3.635  5.653
H  -14.120  -3.222  6.378